# 1
{
  "formula": "C10H24IO3P2Ti",
  "method": "ωB97M-V/def2-TZVPD",
  "lumo_energy_ev": [-15.41, -15.20],
  "total_charge": 3,
  "e_above_lowest_kcal_mol": 0.0,
  "orbital_gap_ev": [4.91, 5.29],
  "species": ["C", "C", "H", "H", "H", "O", "I", "Ti", "P", "C", "C", "H", "H", "H", "H", "H", "H", "C", "H", "H", "H", "P", "C", "C", "H", "H", "H", "C", "H", "H", "H", "H", "H", "H", "C", "O", "C", "O", "H", "H", "H"],
  "positions_angstrom": [[-1.678, -2.107, -1.994], [-2.523, -1.202, -1.156], [-2.330, -2.756, -2.600], [-1.057, -2.802, -1.392], [-1.050, -1.561, -2.729], [-3.752, -1.163, -1.181], [2.424, -1.813, -1.733], [0.305, -0.807, -0.773], [-0.283, 1.089, -2.416], [-0.984, 2.599, -1.675], [1.262, 1.723, -3.154], [1.020, 2.518, -3.873], [-1.455, 1.686, -4.441], [1.798, 0.909, -3.657], [-0.908, -0.022, -4.472], [-0.270, 3.025, -0.958], [1.907, 2.130, -2.363], [-1.361, 0.763, -3.853], [-1.182, 3.327, -2.474], [-2.353, 0.430, -3.524], [-1.913, 2.365, -1.141], [-0.263, -2.358, 1.217], [-0.960, -1.546, 2.693], [-1.331, -3.818, 0.968], [1.827, -3.591, 1.085], [1.058, -3.731, 2.708], [1.933, -2.235, 2.240], [1.293, -3.051, 1.877], [-0.875, -4.472, 0.213], [-1.415, -4.357, 1.921], [-1.148, -2.311, 3.459], [-1.894, -1.030, 2.438], [-2.327, -3.512, 0.624], [-0.247, -0.806, 3.079], [-1.814, -0.258, -0.220], [-2.222, 0.564, 0.564], [1.148, 1.402, 1.328], [0.914, 0.391, 0.365], [0.720, 1.105, 2.298], [0.685, 2.347, 1.003], [2.232, 1.558, 1.449]],
  "atomic_forces_ev_per_a": [[0.37, -0.51, -0.39], [-5.00, -2.90, -3.18], [0.11, 0.19, 0.17], [-0.32, 0.24, -0.16], [-0.34, -0.11, 0.25], [4.73, 0.65, 0.89], [-0.80, 0.17, 0.16], [3.59, 1.01, 0.93], [-0.58, 1.74, -1.02], [-0.07, -0.36, 0.52], [0.63, -0.61, 0.35], [-0.15, -0.19, 0.20], [0.03, -0.21, 0.16], [-0.09, 0.28, -0.01], [-0.15, 0.20, -0.05], [-0.18, -0.03, -0.23], [-0.13, -0.06, -0.21], [0.09, -0.61, 0.32], [0.05, -0.22, 0.20], [0.08, 0.18, -0.21], [0.09, 0.33, -0.22], [-0.62, -0.89, 1.77], [-0.07, 0.48, -0.40], [0.10, 0.31, -0.61], [-0.08, 0.01, 0.29], [-0.15, 0.19, -0.20], [-0.13, -0.23, -0.06], [0.62, 0.34, -0.65], [-0.16, -0.04, 0.21], [0.03, 0.14, -0.22], [0.04, 0.19, -0.21], [0.11, -0.21, 0.35], [0.09, -0.21, 0.19], [-0.19, -0.23, -0.01], [-3.34, 6.71, 6.54], [2.77, -4.40, -4.20], [0.41, 0.84, 0.80], [-1.29, -1.64, -1.56], [0.11, 0.03, -0.40], [0.13, -0.40, 0.04], [-0.36, -0.15, -0.14]]
}

=====

# 2
{
  "formula": "F6H24O12P",
  "method": "ωB97M-V/def2-TZVPD",
  "lumo_energy_ev": [-0.53, -7.79],
  "total_charge": 0,
  "s2": 0.757,
  "multiplicity": 2,
  "e_above_lowest_kcal_mol": 7.8,
  "orbital_gap_ev": [10.10, 2.83],
  "species": ["P", "F", "F", "F", "F", "F", "F", "O", "H", "H", "O", "H", "H", "O", "H", "H", "O", "H", "H", "O", "H", "H", "O", "H", "H", "O", "H", "H", "O", "H", "H", "O", "H", "H", "O", "H", "H", "O", "H", "H", "O", "H", "H"],
  "positions_angstrom": [[-0.695, -0.175, 0.124], [-0.838, -0.158, 1.765], [-1.724, 1.051, 0.086], [0.533, 0.901, 0.184], [-0.633, -0.349, -1.469], [0.333, -1.451, 0.326], [-1.892, -1.264, 0.145], [3.306, -0.652, 1.457], [3.835, -1.332, 1.874], [3.028, -1.039, 0.627], [-1.138, 2.845, 2.533], [-1.211, 2.211, 1.820], [-1.836, 2.602, 3.142], [-0.596, 1.124, -3.583], [0.030, 1.838, -3.463], [-0.692, 0.740, -2.712], [1.821, 1.890, 2.369], [2.293, 2.470, 1.771], [1.347, 1.288, 1.796], [-1.017, 4.017, -1.078], [-1.297, 3.324, -0.480], [-0.272, 4.426, -0.640], [0.217, -3.605, -1.807], [0.714, -3.999, -1.091], [-0.433, -3.052, -1.373], [-0.713, -3.345, 2.076], [-0.855, -2.421, 1.868], [-0.018, -3.621, 1.478], [2.716, -1.529, -1.184], [1.952, -2.062, -0.964], [2.962, -1.814, -2.064], [3.023, 1.375, -1.464], [2.090, 1.285, -1.270], [3.256, 0.560, -1.907], [-4.223, 0.340, 1.133], [-4.645, -0.494, 0.930], [-3.429, 0.345, 0.599], [0.564, -0.914, -5.133], [0.391, -0.258, -5.809], [0.188, -0.542, -4.336], [-2.051, 0.191, 4.617], [-1.873, -0.377, 3.867], [-2.518, -0.370, 5.237]],
  "atomic_forces_ev_per_a": [[-0.72, -3.12, 1.44], [0.69, 0.76, -0.07], [0.00, 0.50, -0.64], [-0.03, -0.32, -0.14], [0.49, 0.48, 0.81], [0.34, 1.19, -0.53], [-0.31, 0.47, -0.38], [0.02, 0.65, 0.49], [0.08, -0.14, 0.32], [-0.10, -0.06, -0.76], [0.99, 0.70, -0.27], [-0.20, -0.62, -0.53], [-0.40, -0.43, 0.76], [-0.06, 0.18, -0.37], [0.13, 0.31, -0.07], [-0.18, 0.09, 0.05], [-0.18, 0.20, 1.60], [0.69, 0.76, -0.69], [-0.81, -1.29, -0.90], [0.06, -0.01, -0.19], [-0.22, -0.23, 0.06], [0.18, 0.22, 0.07], [0.36, 0.07, -0.22], [0.01, -0.32, 0.17], [-0.34, 0.20, 0.12], [-0.16, -0.38, 0.39], [-0.03, 0.14, -0.09], [0.10, 0.01, -0.05], [0.26, 0.10, 0.20], [-0.58, -0.12, -0.19], [0.10, -0.20, -0.28], [0.17, 0.67, 0.08], [-0.20, -0.20, -0.04], [-0.02, -0.24, 0.06], [-0.18, 0.25, 0.25], [-0.11, -0.19, -0.01], [0.01, -0.06, -0.11], [0.48, -0.69, -0.27], [-0.11, 0.17, -0.03], [-0.23, 0.42, 0.10], [0.13, 0.38, 0.00], [0.05, -0.17, -0.31], [-0.15, -0.08, 0.18]]
}

=====

Repeat the first record exactly.
{
  "formula": "C10H24IO3P2Ti",
  "method": "ωB97M-V/def2-TZVPD",
  "lumo_energy_ev": [-15.41, -15.20],
  "total_charge": 3,
  "e_above_lowest_kcal_mol": 0.0,
  "orbital_gap_ev": [4.91, 5.29],
  "species": ["C", "C", "H", "H", "H", "O", "I", "Ti", "P", "C", "C", "H", "H", "H", "H", "H", "H", "C", "H", "H", "H", "P", "C", "C", "H", "H", "H", "C", "H", "H", "H", "H", "H", "H", "C", "O", "C", "O", "H", "H", "H"],
  "positions_angstrom": [[-1.678, -2.107, -1.994], [-2.523, -1.202, -1.156], [-2.330, -2.756, -2.600], [-1.057, -2.802, -1.392], [-1.050, -1.561, -2.729], [-3.752, -1.163, -1.181], [2.424, -1.813, -1.733], [0.305, -0.807, -0.773], [-0.283, 1.089, -2.416], [-0.984, 2.599, -1.675], [1.262, 1.723, -3.154], [1.020, 2.518, -3.873], [-1.455, 1.686, -4.441], [1.798, 0.909, -3.657], [-0.908, -0.022, -4.472], [-0.270, 3.025, -0.958], [1.907, 2.130, -2.363], [-1.361, 0.763, -3.853], [-1.182, 3.327, -2.474], [-2.353, 0.430, -3.524], [-1.913, 2.365, -1.141], [-0.263, -2.358, 1.217], [-0.960, -1.546, 2.693], [-1.331, -3.818, 0.968], [1.827, -3.591, 1.085], [1.058, -3.731, 2.708], [1.933, -2.235, 2.240], [1.293, -3.051, 1.877], [-0.875, -4.472, 0.213], [-1.415, -4.357, 1.921], [-1.148, -2.311, 3.459], [-1.894, -1.030, 2.438], [-2.327, -3.512, 0.624], [-0.247, -0.806, 3.079], [-1.814, -0.258, -0.220], [-2.222, 0.564, 0.564], [1.148, 1.402, 1.328], [0.914, 0.391, 0.365], [0.720, 1.105, 2.298], [0.685, 2.347, 1.003], [2.232, 1.558, 1.449]],
  "atomic_forces_ev_per_a": [[0.37, -0.51, -0.39], [-5.00, -2.90, -3.18], [0.11, 0.19, 0.17], [-0.32, 0.24, -0.16], [-0.34, -0.11, 0.25], [4.73, 0.65, 0.89], [-0.80, 0.17, 0.16], [3.59, 1.01, 0.93], [-0.58, 1.74, -1.02], [-0.07, -0.36, 0.52], [0.63, -0.61, 0.35], [-0.15, -0.19, 0.20], [0.03, -0.21, 0.16], [-0.09, 0.28, -0.01], [-0.15, 0.20, -0.05], [-0.18, -0.03, -0.23], [-0.13, -0.06, -0.21], [0.09, -0.61, 0.32], [0.05, -0.22, 0.20], [0.08, 0.18, -0.21], [0.09, 0.33, -0.22], [-0.62, -0.89, 1.77], [-0.07, 0.48, -0.40], [0.10, 0.31, -0.61], [-0.08, 0.01, 0.29], [-0.15, 0.19, -0.20], [-0.13, -0.23, -0.06], [0.62, 0.34, -0.65], [-0.16, -0.04, 0.21], [0.03, 0.14, -0.22], [0.04, 0.19, -0.21], [0.11, -0.21, 0.35], [0.09, -0.21, 0.19], [-0.19, -0.23, -0.01], [-3.34, 6.71, 6.54], [2.77, -4.40, -4.20], [0.41, 0.84, 0.80], [-1.29, -1.64, -1.56], [0.11, 0.03, -0.40], [0.13, -0.40, 0.04], [-0.36, -0.15, -0.14]]
}